Here is a molecular structure, C23H32BCl3FeN4O3S in a non-equilibrium geometry from the OMol25 dataset. Energies are from the ωB97M-V functional and the def2-TZVPD basis.

```
! RIJCOSX wB97M-V def2-TZVPD def2/J DEFGRID3
* xyz 1 6
Fe -0.256 -0.093 -0.165
Cl -4.339 6.122 0.347
C -3.495 4.641 0.035
C -2.816 4.012 1.056
C -2.149 2.828 0.782
Cl -1.266 2.032 2.046
C -2.135 2.248 -0.482
O -1.496 1.094 -0.793
C -2.824 2.926 -1.480
Cl -2.819 2.250 -3.078
C -3.504 4.105 -1.239
H -2.801 4.436 2.050
H -4.035 4.604 -2.037
B 3.311 -0.369 2.828
C 2.129 -0.150 1.850
N 1.245 -0.006 1.110
H 4.311 -0.001 2.255
H 3.053 0.278 3.820
H 3.308 -1.566 3.053
N -1.636 -2.657 -3.176
C -1.755 -1.743 -2.202
N -0.601 -1.505 -1.624
C 0.346 -2.316 -2.253
C 1.708 -2.477 -2.012
C 2.379 -3.389 -2.800
C 1.719 -4.123 -3.801
C 0.368 -3.972 -4.039
C -0.302 -3.054 -3.239
H -2.390 -2.981 -3.759
H -2.686 -1.258 -1.951
H 2.216 -1.910 -1.243
H 3.438 -3.547 -2.646
H 2.285 -4.826 -4.396
H -0.139 -4.541 -4.807
C 1.481 3.185 -0.230
N 1.921 2.805 -1.567
C 2.717 3.792 -2.288
C 1.698 1.616 -2.084
O 1.082 0.671 -1.553
H 1.027 4.174 -0.271
H 2.329 3.207 0.455
H 0.758 2.474 0.143
H 2.129 4.693 -2.454
H 3.028 3.389 -3.249
H 3.603 4.048 -1.708
H 2.108 1.483 -3.088
C -0.613 -1.445 5.555
C -1.153 -1.895 4.199
C -0.007 -2.318 3.291
S -0.405 -2.586 1.565
O -1.191 -1.322 1.127
C -1.657 -3.894 1.637
C -3.100 -3.403 1.713
C -4.065 -4.577 1.563
H -1.427 -1.158 6.219
H 0.054 -0.588 5.444
H -0.049 -2.244 6.040
H -1.707 -1.082 3.725
H -1.850 -2.723 4.334
H 0.472 -3.248 3.609
H 0.783 -1.559 3.262
H -1.386 -4.519 2.490
H -1.500 -4.488 0.735
H -3.269 -2.666 0.928
H -3.276 -2.887 2.654
H -3.932 -5.078 0.602
H -5.098 -4.235 1.622
H -3.914 -5.319 2.349
*
```

## Properties
⟨S²⟩: 8.761
Total energy (eV): -119935.3540
ΔE to the lowest compared entry with this formula, charge and spin (kJ/mol): 0.0
Orbital gap (alpha / beta) (eV): 9.02 / 6.95